Entry 1:
DFT (ωB97M-V/def2-TZVPD) results for C24H33BrMnN6O7S2Si as an isolated structure at a distorted geometry.

Structure (XYZ):
```
75
Properties=species:S:1:pos:R:3
Mn 1.75459 -1.13938 0.04995
O 5.41216 -0.89777 -0.38559
S 4.13861 -1.36919 -0.78884
O 3.12335 -0.27822 -1.06285
O 3.37737 -2.18798 0.21731
C 4.32476 -2.26763 -2.29680
C 5.48517 -1.99795 -3.00760
C 5.68221 -2.59092 -4.24596
C 4.72571 -3.44198 -4.76765
C 3.57055 -3.72574 -4.04991
C 3.36373 -3.14728 -2.81110
S 1.84087 -3.54966 -1.97389
O 2.15045 -4.40594 -0.87363
O 0.91933 -4.01894 -2.96277
O 1.37475 -2.15852 -1.51866
H 6.21865 -1.32962 -2.58047
H 6.57935 -2.37066 -4.80795
H 4.86890 -3.88405 -5.74446
H 2.81121 -4.38923 -4.43937
N 4.51866 3.76876 2.59568
C 4.08943 2.69763 2.60369
N 3.59707 1.48537 2.68958
C 2.92594 0.71895 2.00921
N 2.21147 -0.07206 1.48584
N -0.71421 -3.64558 0.01768
C 0.18917 -3.43698 1.00693
O 0.74928 -2.25633 1.09622
C 0.42638 -4.36345 1.99798
C 1.37200 -4.08386 3.02237
N 2.13636 -3.85978 3.85296
C -0.23238 -5.62011 1.95319
N -0.78713 -6.62941 1.92525
H -0.61917 -3.09269 -0.82006
H -1.00504 -4.60033 -0.13406
C -1.79520 2.52130 -2.34635
C -1.87599 3.09733 -0.92029
C -3.15599 3.94895 -0.81000
C -0.64489 4.00300 -0.74839
Si -1.94251 1.78337 0.45664
Br -0.11714 0.22667 -0.48416
C -1.30882 2.31939 2.16040
C 0.20185 2.56280 2.16784
C -2.04027 3.61880 2.55728
C -1.59108 1.26473 3.24029
C -3.35732 0.51416 0.40665
C -3.68124 0.11767 -1.04411
C -4.60346 1.16690 1.03733
C -3.02995 -0.78408 1.16903
H -1.68994 3.35888 -3.04102
H -2.68599 1.96813 -2.62914
H -0.93381 1.86935 -2.47701
H -3.11168 4.73719 -1.56647
H -3.26116 4.42767 0.16493
H -4.05475 3.36092 -1.00028
H -0.63257 4.72650 -1.56786
H 0.28241 3.43030 -0.79525
H -0.66254 4.56648 0.18233
H 0.52375 3.31514 1.45130
H 0.72946 1.64276 1.95982
H 0.49303 2.90818 3.16422
H -1.79717 4.45581 1.90444
H -1.73275 3.88975 3.57048
H -3.12706 3.49691 2.56254
H -1.10122 0.31508 3.02089
H -2.65750 1.09130 3.38346
H -1.18948 1.63305 4.18801
H -4.13327 0.94072 -1.59741
H -4.40062 -0.70477 -1.02754
H -2.79776 -0.22384 -1.58442
H -4.92266 2.06000 0.49864
H -4.44191 1.44218 2.08122
H -5.42661 0.44808 1.00567
H -2.10335 -1.24405 0.82754
H -3.83840 -1.49651 0.98454
H -2.96400 -0.63569 2.24199
```

E_tot ... -179606.702 eV
Energy relative to the best compared isomer or geometry (same formula, charge and spin) ... 19.9 kcal/mol
2S+1 ... 4

=====

Entry 2:
DFT (ωB97M-V/def2-TZVPD) results for C24H33ClI2P3Ru as an isolated structure at a distorted geometry.

Structure (XYZ):
```
64
Properties=species:S:1:pos:R:3
I 3.63083 -0.75804 -2.06252
I 3.66776 1.22870 -0.52821
Ru -1.11460 -0.22410 -0.02987
P 1.00881 -1.36860 1.64800
C 0.51303 -2.36786 3.10564
C 2.15978 -2.60985 0.86325
H 2.80430 -3.09022 1.61157
H 2.99447 -1.04182 3.09994
H 2.78497 -2.12458 0.10097
H 3.01006 0.08034 1.71429
H -0.33131 -2.99807 2.81404
H 1.54344 -3.33761 0.34970
C 2.36799 -0.39136 2.47406
H 1.31636 -3.00487 3.50275
H 1.90452 0.39737 3.05951
H 0.15321 -1.70805 3.90101
P -1.37475 1.17885 -1.74553
C -3.05532 1.68528 -2.22633
C -0.50304 2.82051 -1.82935
H 0.34893 0.57792 -3.43981
H -1.14653 1.24994 -4.16988
H -1.08284 -0.43450 -3.54863
C -0.75074 0.58841 -3.39317
H 0.58905 2.69673 -1.87332
H -0.83784 3.33300 -2.74688
H -3.01360 2.14191 -3.22570
H -3.42311 2.39264 -1.47881
H -0.76388 3.41096 -0.94642
H -3.67180 0.78225 -2.23344
Cl 0.96762 0.20984 -1.06487
C -5.72070 -3.88910 0.50012
C -4.45970 -3.79168 -0.08346
C -3.60503 -2.74605 0.27299
C -4.00631 -1.77147 1.17852
C -5.23264 -1.93650 1.84975
C -6.09322 -2.99080 1.48297
P -2.81353 -0.33728 1.30406
C -4.04694 1.02717 1.05135
C -3.66260 2.32358 1.46403
C -4.57222 3.38407 1.36671
C -5.84546 3.18786 0.80354
C -6.14644 1.95364 0.20607
C -5.23752 0.88457 0.33473
C -2.63830 -0.55635 3.17853
C -2.16721 0.52747 3.95672
C -2.07593 0.44421 5.35612
C -2.32127 -0.76302 6.03219
C -2.62463 -1.89028 5.26513
C -2.79668 -1.77345 3.87245
H -6.39619 -4.68603 0.17666
H -4.10644 -4.47494 -0.84263
H -2.59943 -2.67455 -0.15406
H -5.53171 -1.25765 2.64306
H -7.05822 -3.12390 1.96334
H -2.65756 2.49832 1.79039
H -4.29133 4.38268 1.75785
H -6.59320 4.00409 0.78735
H -7.07854 1.82729 -0.35844
H -5.46823 -0.05753 -0.16065
H -1.84479 1.43752 3.44758
H -1.81905 1.33498 5.93942
H -2.25003 -0.83365 7.11715
H -2.70511 -2.86463 5.75794
H -3.02335 -2.70016 3.30722
```

Net charge ... +3
E_tot ... -84565.452 eV
Energy relative to the best compared isomer or geometry (same formula, charge and spin) ... 74.7 kcal/mol
2S+1 ... 5

=====

Entry 3:
DFT (ωB97M-V/def2-TZVPD) results for an isolated ion of composition C24H33ClN7O and charge +1 at a distorted geometry.

Structure (XYZ):
```
66
Properties=species:S:1:pos:R:3
C 4.09484 2.51199 1.42191
C 2.74303 2.46539 0.84965
N 1.65609 2.81478 1.46962
N 0.65042 2.62577 0.59787
C -0.66881 2.85084 0.78733
C -1.07731 3.34058 2.12282
C -1.50477 2.56762 -0.28779
C -2.99178 2.75562 -0.14720
C -3.79050 1.44130 -0.16694
C -3.14745 0.35168 0.68120
O -2.11717 0.52533 1.30965
N -3.78940 -0.82668 0.65147
C -3.24543 -2.02781 1.25582
C -2.93738 -3.08869 0.19347
C -1.74567 -4.00359 0.55575
N -0.42582 -3.49961 0.30100
C 0.36211 -2.82941 1.30262
C 0.48951 -1.31327 1.05302
N 0.94315 -1.03960 -0.29889
C 2.27761 -0.92438 -0.61071
C 2.68452 -0.57356 -1.91212
C 4.00948 -0.31917 -2.20533
C 4.99157 -0.38757 -1.22754
C 4.60008 -0.74157 0.05241
Cl 5.79078 -0.83587 1.31701
C 3.28090 -1.01210 0.36639
C 0.00278 -1.61117 -1.24294
C -0.05570 -3.14006 -1.04141
C -0.92868 2.10662 -1.49437
C -1.72027 1.82268 -2.72081
N 0.38108 1.90541 -1.62664
C 1.12937 2.15033 -0.59069
N 2.46964 2.06052 -0.43223
H 4.05259 2.94864 2.41479
H 4.51413 1.50788 1.48756
H 4.75326 3.10395 0.78879
H -1.65704 4.25853 2.05149
H -0.19422 3.51686 2.73026
H -1.69180 2.57767 2.60087
H -3.19401 3.26335 0.79281
H -3.35566 3.39133 -0.95726
H -4.79474 1.63799 0.21250
H -3.89451 1.06314 -1.18485
H -4.65116 -0.92091 0.13678
H -2.33641 -1.72473 1.77669
H -3.95106 -2.41828 1.99359
H -2.72080 -2.59579 -0.75613
H -3.81696 -3.71545 0.04080
H -1.85540 -4.92494 -0.02919
H -1.80744 -4.27671 1.61055
H -0.06390 -3.01091 2.28939
H 1.37301 -3.26214 1.27935
H 1.16105 -0.86257 1.78213
H -0.48169 -0.82278 1.16078
H 1.95918 -0.47733 -2.70244
H 4.28574 -0.06157 -3.21658
H 6.02510 -0.19120 -1.45565
H 3.05548 -1.31251 1.37494
H 0.28464 -1.38359 -2.26759
H -0.97354 -1.15875 -1.04135
H -0.75263 -3.59223 -1.74708
H 0.94919 -3.53551 -1.24788
H -2.17550 0.83570 -2.65549
H -2.50876 2.55608 -2.86725
H -1.05212 1.82345 -3.57730
H 3.10515 1.64094 -1.10138
```

Net charge ... +1
E_tot ... -50420.217 eV
SMILES string ... Cc1nn2c(C)c(CCC(=O)NCCCN3CCN(c4cccc(Cl)c4)CC3)c(C)nc2[nH+]1
Energy relative to the best compared isomer or geometry (same formula, charge and spin) ... 2.6 kcal/mol

=====

Entry 4:
DFT (ωB97M-V/def2-TZVPD) results for a 9-piece molecular cluster, C24H33FN8O5S overall at a distorted geometry.

Structure (XYZ):
```
72
Properties=species:S:1:pos:R:3
C 0.63603 -1.55804 0.75945
C 0.71268 -1.31498 -0.74558
C 2.04832 -0.67040 -1.12187
C -0.44209 -0.40248 -1.30107
C -1.42200 0.01104 -0.27587
C -2.69110 -0.36966 -0.08534
S -3.71740 -1.49927 -0.94088
O -3.63875 -2.76360 -0.29278
O -5.00902 -0.92594 -1.10260
F -3.09948 -1.65068 -2.34892
C -3.30730 0.34956 1.06375
O -4.31355 0.15735 1.64279
O -2.41484 1.36984 1.35703
C -1.19162 1.02344 0.82573
O -0.17124 1.48414 1.20663
H -0.35024 -1.86709 1.10295
H 1.30982 -2.38406 0.99784
H 1.00310 -0.71373 1.33521
H 0.64793 -2.27746 -1.25728
H 2.09018 0.35573 -0.75749
H 2.11138 -0.66460 -2.21445
H 2.88701 -1.25927 -0.74801
H -0.93697 -0.91511 -2.11688
H -0.00522 0.51051 -1.70966
C 3.49734 3.27989 -0.05242
C 4.25705 2.03420 -0.05722
N 4.84444 1.04611 -0.06129
H 3.49565 3.72356 -1.04131
H 2.46814 3.08320 0.24471
H 3.94109 3.97610 0.65082
C 0.12195 1.14001 5.18911
C -0.08960 0.02495 4.27619
N -0.25627 -0.84242 3.54214
H -0.83741 1.51728 5.53748
H 0.70882 0.81069 6.04428
H 0.65399 1.93773 4.67429
C 3.49276 6.30413 -3.20970
C 2.85913 4.99940 -3.07305
N 2.36211 3.96902 -2.96527
H 3.44784 6.62894 -4.24731
H 2.97757 7.02811 -2.58156
H 4.53400 6.24104 -2.89936
C -3.91964 3.54236 -2.33795
C -3.21415 2.27086 -2.42442
N -2.66329 1.26459 -2.49229
H -3.98754 3.99278 -3.32602
H -4.92277 3.37834 -1.94882
H -3.38322 4.21651 -1.67299
C 2.66990 -5.83416 -0.28904
C 3.11031 -4.44942 -0.41132
N 3.43694 -3.35169 -0.50794
H 1.67336 -5.86366 0.13672
H 2.65724 -6.29922 -1.27432
H 3.34632 -6.38439 0.35994
C 4.95061 7.49059 2.23906
C 3.99018 6.82573 1.36650
N 3.23077 6.30154 0.68149
H 5.95490 7.13167 2.02303
H 4.91248 8.56581 2.07713
H 4.71180 7.27747 3.27892
C 0.01554 -9.15105 0.36281
C 0.69485 -8.20456 1.23980
N 1.23018 -7.45749 1.92953
H -0.83565 -8.66728 -0.11231
H 0.70214 -9.50180 -0.40525
H -0.33612 -10.00214 0.94216
C -7.39902 -2.67403 -0.37988
C -8.47758 -3.61343 -0.66992
N -9.32669 -4.35350 -0.89835
H -7.72356 -1.65817 -0.59166
H -7.11776 -2.74661 0.66876
H -6.53301 -2.90169 -0.99241
```

E_tot ... -61130.931 eV
SMILES string ... CC(C)CC1=C(S(=O)(=O)F)C(=O)OC1=O.CC#N.CC#N.CC#N.CC#N.CC#N.CC#N.CC#N.CC#N